No. 1
This record from the OMol25 dataset describes a 17-piece molecular cluster, C52H96Cl12O33 overall. The level of theory is wB97M-V/def2-TZVPD.

Properties
**Net charge**: 0

The geometry in XYZ format:
```
193
C52H96Cl12O33 wB97M-V/def2-TZVPD
Cl 3.414 0.083 -11.791
C 3.268 -1.553 -10.951
C 4.624 -2.316 -11.045
Cl 6.027 -1.358 -10.392
H 2.375 -2.060 -11.319
H 3.040 -1.424 -9.893
H 4.853 -2.491 -12.096
H 4.660 -3.241 -10.470
Cl 9.136 -12.604 -5.225
C 7.656 -12.263 -6.150
C 7.776 -11.146 -7.170
Cl 8.900 -11.612 -8.430
H 6.900 -11.958 -5.426
H 7.352 -13.151 -6.705
H 8.183 -10.260 -6.683
H 6.791 -11.056 -7.626
Cl 8.846 -4.430 -14.632
C 10.272 -3.393 -14.570
C 10.043 -2.071 -13.783
Cl 9.819 -2.369 -12.046
H 10.343 -3.093 -15.616
H 11.076 -3.964 -14.104
H 9.180 -1.531 -14.172
H 10.911 -1.427 -13.926
Cl 5.601 -5.866 -11.043
C 4.311 -6.812 -10.324
C 3.753 -6.059 -9.104
Cl 2.590 -7.196 -8.323
H 4.672 -7.800 -10.037
H 3.495 -6.966 -11.029
H 3.198 -5.138 -9.285
H 4.583 -5.895 -8.417
Cl 11.738 -0.828 -3.960
C 10.975 0.516 -3.047
C 11.296 0.560 -1.553
Cl 13.023 0.880 -1.234
H 9.913 0.282 -3.120
H 11.158 1.450 -3.577
H 11.000 -0.378 -1.083
H 10.704 1.321 -1.044
Cl 3.608 2.804 -3.127
C 3.522 1.904 -4.686
C 2.135 1.176 -4.792
Cl 0.747 2.274 -5.163
H 4.340 1.184 -4.714
H 3.685 2.598 -5.510
H 1.925 0.668 -3.851
H 2.166 0.393 -5.550
C 11.536 3.005 -7.514
C 12.344 2.787 -8.815
O 11.890 3.888 -9.613
C 11.553 4.895 -8.832
O 11.572 6.060 -9.201
O 11.400 4.448 -7.540
H 12.223 2.614 -6.763
H 10.565 2.522 -7.407
H 12.023 1.836 -9.241
H 13.416 2.772 -8.618
C 7.316 3.658 -3.802
C 7.462 2.216 -3.364
O 8.148 1.616 -4.428
C 8.019 2.305 -5.537
O 8.403 1.955 -6.648
O 7.326 3.454 -5.227
H 8.164 4.314 -3.606
H 6.387 4.084 -3.423
H 6.478 1.749 -3.334
H 8.017 2.198 -2.426
C 2.310 -3.816 -4.304
C 2.875 -4.601 -5.521
O 2.326 -3.858 -6.568
C 2.154 -2.638 -6.230
O 2.003 -1.659 -6.996
O 2.254 -2.514 -4.928
H 3.088 -3.842 -3.541
H 1.390 -4.252 -3.913
H 2.543 -5.635 -5.606
H 3.965 -4.614 -5.520
C 6.292 -2.506 -2.638
C 6.993 -3.260 -1.539
O 7.566 -2.282 -0.677
C 7.430 -1.081 -1.313
O 7.805 -0.037 -0.876
O 6.869 -1.237 -2.532
H 5.202 -2.478 -2.625
H 6.571 -2.971 -3.583
H 7.817 -3.915 -1.822
H 6.252 -3.857 -1.008
C 8.644 -4.817 -7.365
C 7.479 -4.391 -8.288
O 6.360 -4.038 -7.521
C 6.288 -2.964 -6.607
O 5.460 -2.717 -5.692
O 7.421 -2.175 -6.739
C 7.650 -1.137 -5.787
H 9.286 -5.546 -7.859
H 8.378 -5.258 -6.405
H 9.331 -4.007 -7.118
H 7.059 -5.181 -8.911
H 7.834 -3.618 -8.970
H 6.706 -0.591 -5.811
H 8.473 -0.547 -6.189
H 7.811 -1.527 -4.782
C 7.435 3.749 -10.009
C 6.217 3.445 -9.186
O 5.466 4.616 -8.926
C 4.533 5.082 -9.823
O 4.291 4.611 -10.945
O 4.013 6.176 -9.234
C 2.976 6.849 -9.891
H 8.235 4.112 -9.364
H 7.277 4.570 -10.709
H 7.833 2.921 -10.595
H 6.574 3.014 -8.251
H 5.577 2.782 -9.769
H 3.385 7.484 -10.676
H 2.364 7.446 -9.215
H 2.273 6.216 -10.433
C 12.843 -3.505 -6.347
C 13.185 -3.013 -7.783
O 12.008 -2.688 -8.462
C 11.544 -1.474 -8.544
O 12.123 -0.413 -8.174
O 10.310 -1.524 -9.105
C 9.648 -0.332 -9.470
H 13.675 -3.786 -5.701
H 12.271 -4.432 -6.332
H 12.261 -2.734 -5.840
H 13.716 -3.758 -8.377
H 13.869 -2.172 -7.672
H 10.278 0.346 -10.046
H 9.326 0.103 -8.523
H 8.766 -0.644 -10.029
C 10.646 -5.970 -11.305
C 12.036 -5.374 -11.549
O 12.917 -5.840 -10.533
C 13.346 -7.137 -10.476
O 13.271 -7.974 -11.338
O 13.830 -7.307 -9.328
C 14.506 -8.467 -8.872
H 10.628 -7.035 -11.078
H 9.969 -5.946 -12.160
H 10.102 -5.384 -10.564
H 12.139 -4.289 -11.551
H 12.365 -5.659 -12.548
H 14.124 -9.388 -9.310
H 14.380 -8.597 -7.797
H 15.548 -8.337 -9.164
C 7.722 -9.529 -3.558
C 8.900 -8.859 -4.324
O 9.801 -8.205 -3.386
C 9.890 -6.888 -3.435
O 9.007 -6.121 -3.853
O 11.004 -6.534 -3.008
C 11.223 -5.242 -2.532
H 8.133 -10.255 -2.857
H 7.193 -9.974 -4.400
H 6.959 -8.875 -3.136
H 8.526 -8.190 -5.098
H 9.445 -9.644 -4.848
H 12.210 -5.143 -2.081
H 10.513 -5.062 -1.724
H 11.201 -4.446 -3.276
C 11.370 -7.910 -6.756
C 10.661 -8.143 -8.055
O 9.259 -7.962 -7.868
C 8.363 -8.111 -8.836
O 7.164 -8.158 -8.539
O 8.849 -8.373 -10.022
C 7.918 -8.774 -11.018
H 11.124 -6.932 -6.344
H 12.434 -7.914 -6.994
H 11.229 -8.708 -6.027
H 10.791 -9.201 -8.282
H 11.051 -7.640 -8.940
H 8.222 -8.626 -12.055
H 7.038 -8.131 -10.998
H 7.690 -9.833 -10.898
C 1.048 -10.461 -5.853
C 2.565 -10.594 -6.039
O 3.183 -9.351 -5.446
C 4.398 -8.971 -5.677
O 5.334 -9.506 -6.276
O 4.520 -7.717 -5.132
C 5.706 -6.977 -5.350
H 0.775 -9.744 -5.078
H 0.645 -11.407 -5.491
H 0.521 -10.185 -6.767
H 2.793 -10.685 -7.102
H 3.021 -11.498 -5.637
H 6.642 -7.480 -5.105
H 5.690 -6.144 -4.647
H 5.848 -6.524 -6.331
```

No. 2
This record from the OMol25 dataset describes a 13-piece molecular cluster, C52H98O16 overall. The level of theory is wB97M-V/def2-TZVPD.

Properties
**Net charge**: 0

The geometry in XYZ format:
```
166
C52H98O16 wB97M-V/def2-TZVPD
C -1.306 -1.492 -5.995
C -1.141 -0.246 -5.126
C -1.638 -0.704 -3.736
O -2.465 -1.823 -4.024
C -2.601 -2.072 -5.413
H -0.443 -2.145 -5.864
H -1.373 -1.193 -7.041
H -1.791 0.587 -5.406
H -0.142 0.182 -5.015
H -2.199 0.097 -3.255
H -0.828 -1.095 -3.113
H -3.478 -1.575 -5.838
H -2.689 -3.144 -5.578
C 2.359 -3.623 -4.271
C 1.191 -3.418 -3.334
C 1.848 -3.182 -1.958
O 3.139 -3.742 -2.014
C 3.616 -3.722 -3.375
H 2.506 -2.730 -4.887
H 2.300 -4.447 -4.980
H 0.632 -4.349 -3.256
H 0.577 -2.556 -3.583
H 1.228 -3.634 -1.178
H 1.942 -2.128 -1.655
H 4.173 -4.656 -3.442
H 4.265 -2.859 -3.541
C -0.798 0.589 6.124
C -0.308 -0.765 5.633
C -1.356 -1.214 4.630
O -1.924 0.008 4.149
C -1.406 1.143 4.844
H -0.037 1.202 6.608
H -1.579 0.497 6.885
H -0.057 -1.436 6.456
H 0.618 -0.657 5.057
H -2.168 -1.837 5.018
H -0.877 -1.787 3.830
H -2.222 1.844 5.011
H -0.636 1.652 4.251
C -0.716 3.354 -3.567
C -0.605 4.168 -4.834
C -1.708 5.221 -4.617
O -2.743 4.455 -4.008
C -2.231 3.378 -3.224
H -0.148 3.849 -2.777
H -0.415 2.308 -3.638
H -0.836 3.576 -5.721
H 0.371 4.634 -4.984
H -2.186 5.673 -5.487
H -1.490 6.060 -3.941
H -2.751 2.501 -3.614
H -2.423 3.474 -2.156
C -3.006 -4.598 -1.263
C -1.705 -3.924 -1.515
C -1.821 -2.694 -0.625
O -2.593 -3.117 0.515
C -3.104 -4.445 0.263
H -3.047 -5.648 -1.563
H -3.836 -4.067 -1.731
H -1.463 -3.709 -2.559
H -0.820 -4.512 -1.249
H -2.234 -1.762 -1.020
H -0.779 -2.411 -0.422
H -4.113 -4.681 0.598
H -2.398 -5.126 0.750
C 2.383 -4.537 2.537
C 1.098 -4.651 3.324
C 0.060 -4.280 2.272
O 0.726 -3.298 1.475
C 2.127 -3.242 1.785
H 2.471 -5.347 1.807
H 3.284 -4.535 3.150
H 1.109 -3.905 4.125
H 0.923 -5.624 3.784
H -0.908 -3.997 2.689
H -0.174 -5.122 1.607
H 2.210 -2.399 2.480
H 2.701 -3.132 0.867
C 3.798 2.194 4.763
C 2.629 1.502 4.087
C 3.268 0.283 3.420
O 4.554 0.120 4.027
C 4.695 1.010 5.126
H 3.566 2.778 5.656
H 4.327 2.877 4.091
H 2.144 2.193 3.400
H 1.965 1.202 4.902
H 3.466 0.499 2.366
H 2.675 -0.627 3.504
H 5.746 1.230 5.288
H 4.287 0.568 6.046
C 2.960 2.475 -3.512
C 2.463 1.191 -2.888
C 2.768 0.141 -3.973
O 3.013 0.902 -5.169
C 2.622 2.260 -4.969
H 4.028 2.578 -3.322
H 2.476 3.397 -3.173
H 1.415 1.145 -2.596
H 3.040 1.014 -1.975
H 1.907 -0.520 -4.130
H 3.630 -0.502 -3.788
H 1.576 2.430 -5.244
H 3.215 2.854 -5.670
C 0.602 5.525 -0.111
C 2.001 5.504 -0.706
C 2.505 4.100 -0.342
O 1.322 3.349 -0.621
C 0.197 4.035 -0.038
H -0.055 6.035 -0.817
H 0.535 5.996 0.866
H 2.652 6.282 -0.300
H 2.007 5.598 -1.791
H 2.823 3.949 0.697
H 3.245 3.653 -1.005
H 0.121 3.675 0.993
H -0.655 3.736 -0.644
C 5.130 0.542 -0.076
C 4.472 -0.845 -0.120
C 5.610 -1.624 -0.774
O 5.976 -0.754 -1.852
C 5.833 0.606 -1.436
H 5.885 0.582 0.712
H 4.450 1.391 0.014
H 3.623 -0.759 -0.800
H 4.154 -1.191 0.863
H 5.349 -2.536 -1.309
H 6.454 -1.836 -0.107
H 5.200 1.155 -2.138
H 6.806 1.097 -1.395
O -5.633 -3.610 5.186
C -5.334 -2.783 4.380
O -4.433 -3.049 3.415
C -4.223 -1.912 2.571
C -5.078 -0.775 3.150
C -5.898 -1.394 4.265
H -4.496 -2.084 1.533
H -3.181 -1.604 2.538
H -5.701 -0.352 2.361
H -4.398 0.001 3.500
H -6.956 -1.551 4.057
H -5.753 -0.919 5.234
O -2.722 1.232 -0.823
C -1.705 0.917 -0.263
O -0.568 0.643 -0.904
C 0.511 0.337 -0.002
C -0.171 0.065 1.329
C -1.520 0.790 1.225
H 1.127 1.231 0.091
H 1.066 -0.530 -0.354
H 0.446 0.440 2.148
H -0.223 -1.024 1.399
H -1.490 1.800 1.635
H -2.263 0.157 1.698
O -3.375 3.871 3.549
C -4.201 3.367 2.842
O -3.972 3.152 1.546
C -5.099 2.568 0.856
C -6.243 2.713 1.858
C -5.599 2.878 3.231
H -4.885 1.526 0.616
H -5.259 3.080 -0.088
H -6.888 1.833 1.902
H -6.879 3.546 1.558
H -5.467 1.937 3.763
H -6.162 3.578 3.840
```

Per-record frontier orbital gap, eV: 10.46; 9.75
Per-record HOMO, eV: -10.3; -9.3
Per-record electronic energy, Ha: -10044.2240; -3243.8480